Model one:
Here is 2 unconnected molecules or ions with the total composition C4H13N2O from the OMol25 dataset. Energies are from wB97M-V/def2-TZVPD.

Positions of all 20 atoms, in Å:
C (-0.129, -0.715, 1.627)
C (-0.569, 0.653, 1.191)
C (-1.744, 0.553, 0.216)
C (-1.558, 0.478, -1.097)
N (-0.311, 0.579, -1.731)
N (0.368, -1.491, 0.426)
H (0.697, -0.642, 2.334)
H (-0.834, -1.356, 2.151)
H (0.279, 1.197, 0.805)
H (-0.968, 1.165, 2.061)
H (-2.674, 0.260, 0.681)
H (-2.351, 0.299, -1.809)
H (-0.335, 0.579, -2.735)
H (0.304, 1.275, -1.330)
H (0.817, -0.857, -0.242)
H (-0.432, -1.900, -0.054)
H (1.047, -2.223, 0.630)
H (3.451, -0.461, -0.495)
H (3.133, 1.032, -0.649)
O (2.734, 0.180, -0.438)

## Properties
Charge: +1

Atomic partial charges in e from the natural (NBO) method, atoms 1 to 2:
1. C -0.207
2. C -0.465

Model two:
Here is 2 unconnected molecules or ions with the total composition C4H13N2O from the OMol25 dataset. Energies are from wB97M-V/def2-TZVPD.

Positions of all 20 atoms, in Å:
C (-1.069, 0.147, -2.291)
C (-1.743, 0.191, -0.934)
C (-0.916, 0.962, 0.114)
N (0.245, -1.777, 0.738)
C (0.983, -0.676, 0.535)
N (0.469, 0.468, 0.219)
H (-0.601, 1.068, -2.706)
H (-0.179, -0.483, -2.321)
H (-1.866, -0.108, -3.021)
H (-1.843, -0.781, -0.434)
H (-2.839, 0.513, -1.116)
H (-1.360, 0.558, 1.007)
H (-0.938, 2.032, 0.058)
H (0.684, -2.647, 0.990)
H (-0.751, -1.868, 0.770)
H (2.039, -0.847, 0.798)
H (1.099, 1.260, 0.460)
H (2.430, 0.407, 3.015)
H (3.545, 0.905, 2.016)
O (2.610, 0.679, 2.103)

## Properties
Charge: +1

Atomic partial charges in e from the natural (NBO) method, atoms 1 to 2:
1. C -0.643
2. C -0.403

Model three:
Here is 2 unconnected molecules or ions with the total composition C4H13N2O from the OMol25 dataset. Energies are from wB97M-V/def2-TZVPD.

Positions of all 20 atoms, in Å:
C (0.376, -0.434, -1.206)
C (-1.072, -0.408, -0.681)
C (-1.475, 0.956, -0.057)
C (-0.713, 2.038, 0.174)
N (-2.787, 0.858, 0.441)
N (1.334, -0.040, -0.108)
H (0.374, 0.479, -1.855)
H (0.773, -1.369, -1.574)
H (-1.632, -0.606, -1.593)
H (-1.348, -1.135, 0.083)
H (-0.037, 2.299, -0.640)
H (-0.681, 2.551, 1.142)
H (4.066, -2.045, 1.214)
H (-3.385, 0.165, 0.013)
H (-3.224, 1.767, 0.378)
H (2.144, 0.415, -0.544)
H (1.624, -0.864, 0.429)
H (0.829, 0.621, 0.516)
H (2.839, -2.568, 1.945)
O (3.130, -2.258, 1.077)

## Properties
Charge: +1

Atomic partial charges in e from the natural (NBO) method, atoms 1 to 2:
1. C -0.217
2. C -0.491

Model four:
Here is 2 unconnected molecules or ions with the total composition C4H13N2O from the OMol25 dataset. Energies are from wB97M-V/def2-TZVPD.

Positions of all 20 atoms, in Å:
C (1.777, -1.575, -0.797)
C (1.433, -0.133, -0.509)
C (-0.017, 0.122, -0.292)
C (-0.741, 0.737, -1.250)
N (-2.067, 0.689, -1.536)
N (-0.640, -0.595, 0.919)
H (1.697, -1.720, -1.964)
H (1.040, -2.176, -0.403)
H (2.761, -1.943, -0.574)
H (1.998, 0.120, 0.444)
H (1.727, 0.674, -1.180)
H (-0.203, 1.413, -1.884)
H (-2.608, 0.042, -0.980)
H (-2.603, 0.972, -2.294)
H (-0.327, -1.632, 0.921)
H (-0.438, 0.113, 1.734)
H (-1.644, -0.677, 0.985)
H (-0.908, 2.365, 2.740)
H (0.364, 1.726, 3.044)
O (-0.601, 1.478, 2.876)

## Properties
Charge: +1

Atomic partial charges in e from the natural (NBO) method, atoms 1 to 2:
1. C -0.602
2. C -0.432

Which of them is the most stable? Correct choice: model one.

Model one:
Here is 2 unconnected molecules or ions with the total composition C4H13N2O from the OMol25 dataset. Energies are from wB97M-V/def2-TZVPD.

Positions of all 20 atoms, in Å:
C (1.084, 0.732, -1.788)
C (-0.202, -0.067, -1.562)
C (-0.841, 0.122, -0.202)
C (-1.758, -0.713, 0.297)
N (-2.222, -0.839, 1.583)
N (-0.126, 1.010, 0.767)
H (1.747, 0.768, -0.918)
H (1.662, 0.604, -2.689)
H (0.759, 1.793, -1.849)
H (0.056, -1.126, -1.661)
H (-0.902, 0.228, -2.349)
H (-2.148, -1.390, -0.455)
H (-1.614, -0.982, 2.369)
H (-3.180, -1.081, 1.749)
H (0.031, 1.902, 0.299)
H (0.817, 0.621, 0.930)
H (-0.538, 1.249, 1.666)
H (2.020, -1.076, 1.908)
H (3.024, -1.161, 0.770)
O (2.332, -0.593, 1.132)

## Properties
Charge: +1

Atomic partial charges in e from the natural (NBO) method, atoms 1 to 2:
1. C -0.616
2. C -0.448

Model two:
Here is 2 unconnected molecules or ions with the total composition C4H13N2O from the OMol25 dataset. Energies are from wB97M-V/def2-TZVPD.

Positions of all 20 atoms, in Å:
C (-2.599, 2.100, -0.727)
C (-1.309, 1.447, -0.295)
O (-1.088, 0.242, -0.537)
N (-0.360, 2.182, 0.258)
H (-3.154, 1.481, -1.463)
H (-2.442, 2.917, -1.386)
H (0.542, 1.786, 0.485)
H (-0.320, 3.155, 0.530)
H (-3.358, 2.192, 0.054)
C (1.352, -1.506, 0.951)
C (2.353, -1.269, -0.212)
N (0.066, -1.950, 0.323)
H (1.858, -2.369, 1.418)
H (1.237, -0.678, 1.638)
H (3.353, -1.595, 0.094)
H (2.359, -0.225, -0.438)
H (-0.287, -1.035, -0.163)
H (0.179, -2.667, -0.387)
H (-0.604, -2.355, 0.978)
H (2.223, -1.853, -1.120)

## Properties
Charge: +1

Atomic partial charges in e from the natural (NBO) method, atoms 1 to 2:
1. C -0.741
2. C 0.717

Which of them is the most stable? Correct choice: model two.